No. 1
DFT (the ωB97M-V functional and the def2-TZVPD basis) results for the ion C4H12N3 with charge +1 at a distorted geometry.

Computed properties:
ΔE to the lowest compared entry with this formula, charge and spin = 3.638 eV
SMILES = CN1[NH2+]CC[C@@H]1N
E_LUMO = -3.406 eV
E_HOMO = -13.72 eV
net charge = +1

Cartesian coordinates (Å):
C: -0.1970 -1.9651 0.1738
N: -0.0333 -0.7324 -0.4548
N: -1.3011 0.0275 -0.5231
C: -1.1881 1.3599 0.1966
C: 0.2768 1.6063 0.0592
C: 0.8842 0.2268 0.2740
N: 2.1379 0.0676 -0.2612
H: -0.9007 -2.6293 -0.2870
H: 0.8641 -2.5032 0.3574
H: -0.6196 -1.7745 1.2154
H: -2.2314 -0.4700 -0.2888
H: -1.3183 0.3460 -1.5192
H: -1.6260 1.2070 1.2329
H: -1.9759 1.8935 -0.3009
H: 0.5644 1.8565 -0.9850
H: 0.7564 2.2802 0.7666
H: 0.9557 0.1086 1.3268
H: 2.6692 -0.5163 0.2331
H: 2.2827 -0.3891 -1.2158

No. 2
DFT (the ωB97M-V functional and the def2-TZVPD basis) results for a structure of composition C21H46AsCrN7OSb2 at a distorted geometry.

Computed properties:
2S+1 = 4
ΔE to the lowest compared entry with this formula, charge and spin = 1.702 eV
expectation value of S² = 3.926
E_LUMO (alpha / beta) = -9.377 / -8.063 eV
E_HOMO (alpha / beta) = -15.17 / -15.18 eV
net charge = +3

Cartesian coordinates (Å):
Cr: -0.4228 0.5637 0.6668
N: -2.5468 1.0537 0.5151
C: -3.2766 0.5417 1.6862
C: -2.4312 0.0114 2.8342
N: -1.0798 0.6314 2.8267
C: -1.0752 1.7790 3.7908
C: 0.2325 2.5737 3.7824
N: 1.4321 1.9077 3.2831
H: -2.6507 2.0509 0.5007
H: -2.9675 0.6778 -0.3247
H: -3.9204 -0.3232 1.3859
H: -3.9493 1.3137 2.0983
H: -2.3333 -1.0753 2.7116
H: -2.8799 0.2479 3.7996
H: -0.3839 -0.0423 3.2288
H: -1.1120 1.3980 4.7769
H: -1.9245 2.4334 3.5895
H: 0.3922 2.8882 4.8429
H: -0.0215 3.5482 3.2703
H: 2.1778 2.6110 3.2444
H: 1.3377 1.5687 2.3460
C: -0.4406 -3.4945 2.0909
Sb: -0.9239 -2.1824 0.3828
C: -2.9352 -2.7320 -0.0124
C: 0.1855 -3.5933 -1.0106
C: -0.3958 -3.6186 -2.3201
C: -1.4068 -4.5762 -2.7206
C: -1.9182 -4.6044 -3.9988
C: -1.3358 -3.8382 -5.0052
C: -0.3917 -2.8580 -4.7096
C: 0.0724 -2.6943 -3.3911
C: 0.9876 -1.5962 -3.1423
Sb: -0.0554 0.1176 -2.1115
C: 1.0192 1.8304 -2.9357
C: -1.7847 0.4399 -3.4058
H: -0.5175 -4.5375 1.7990
H: -1.1283 -3.2671 2.9438
H: 0.5950 -3.2871 2.4223
H: -2.9827 -3.7816 -0.3858
H: -3.3479 -2.1450 -0.8425
H: -3.5314 -2.5701 0.8648
H: 0.0198 -4.5562 -0.4252
H: 1.2489 -3.2754 -0.9240
H: -1.8099 -5.2160 -1.8967
H: -2.8047 -5.2384 -4.2043
H: -1.6702 -3.9523 -6.0249
H: 0.0459 -2.2223 -5.4615
H: 1.3469 -1.1251 -4.0511
H: 1.8682 -1.9065 -2.5357
H: 0.9610 1.7044 -4.0317
H: 2.0688 1.9406 -2.6177
H: 0.4103 2.7441 -2.7360
H: -1.4156 0.1587 -4.4074
H: -2.0459 1.4978 -3.3945
H: -2.6341 -0.1837 -3.1433
N: -0.5286 7.0432 -0.3261
C: 0.0600 5.8626 -0.6161
N: 1.0252 5.8250 -1.5750
N: -0.2997 4.8447 0.1453
C: 0.0079 3.6256 0.0277
N: 0.1903 2.4493 0.2512
H: -0.3245 7.9092 -0.8554
H: -1.2652 7.1299 0.3865
H: 1.2906 6.6707 -2.0378
H: 1.7176 5.0798 -1.5522
C: 3.6145 -0.6231 3.4470
As: 3.0598 -0.5774 1.5975
C: 3.5674 -2.3366 0.9283
C: 4.0224 0.7943 0.5617
O: 1.3932 -0.3995 1.2715
H: 4.6685 -0.9145 3.5615
H: 2.9667 -1.4615 3.8079
H: 3.3175 0.2493 4.0073
H: 4.6507 -2.5387 0.8812
H: 3.1882 -2.4558 -0.1194
H: 3.0483 -3.0713 1.5684
H: 4.9834 1.0470 1.0434
H: 3.4274 1.7318 0.5100
H: 4.2681 0.3752 -0.4272

No. 3
DFT (the ωB97M-V functional and the def2-TZVPD basis) results for a cluster of 2 separate species, C3H11NO3 in total at a distorted geometry.

Computed properties:
ΔE to the lowest compared entry with this formula, charge and spin = 1.517 eV
SMILES = NC(CO)CO.O
E_LUMO = 0.635 eV
E_HOMO = -9.78 eV

Cartesian coordinates (Å):
N: -0.5258 0.6242 -0.4680
C: -0.3950 -0.2245 0.6948
C: 1.0879 -0.5071 0.9779
O: 1.7321 0.6311 1.5307
C: -1.1261 -1.5640 0.5261
O: -2.3793 -1.4288 -0.1608
H: -0.9073 1.5230 -0.2132
H: -1.1548 0.2479 -1.1666
H: -0.7599 0.2350 1.6229
H: 1.2311 -1.3594 1.6280
H: 1.5271 -0.7272 -0.0037
H: 1.5510 1.3490 0.9117
H: -0.5648 -2.2233 -0.1403
H: -1.2934 -2.0328 1.4919
H: -3.0457 -1.0813 0.4373
O: 1.4191 2.0579 -2.5745
H: 1.9237 1.5266 -3.1978
H: 1.2413 1.4460 -1.8464

No. 4
DFT (the ωB97M-V functional and the def2-TZVPD basis) results for a structure of composition C21H28F3IrN3O6SSi at a distorted geometry.

Computed properties:
2S+1 = 6
ΔE to the lowest compared entry with this formula, charge and spin = 1.185 eV
expectation value of S² = 8.772
E_LUMO (alpha / beta) = -1.359 / -2.637 eV
E_HOMO (alpha / beta) = -8.48 / -8.47 eV

Cartesian coordinates (Å):
Ir: 0.4834 -0.5610 0.0626
O: -0.2848 1.1153 -4.3943
C: -0.1904 -0.0805 -4.9893
C: -0.6670 -0.2236 -6.2959
C: -0.6005 -1.4399 -6.9396
C: -0.0387 -2.5473 -6.3136
C: 0.4410 -2.4245 -5.0302
C: 0.3564 -1.2087 -4.3430
C: 0.7647 -1.1252 -2.9391
O: 0.5289 -0.0911 -2.2432
N: 1.4261 -2.1649 -2.4291
N: 1.6059 -2.1655 -1.1432
C: 2.5263 -2.8443 -0.5387
C: 2.5439 -2.8404 0.8961
C: 3.4126 -3.6521 1.6367
C: 3.3033 -3.6754 3.0118
C: 2.3560 -2.8621 3.6220
C: 1.5728 -2.0413 2.8245
N: 1.6509 -2.0381 1.5045
H: 0.0425 1.0317 -3.4670
H: -1.0894 0.6425 -6.7800
H: -0.9884 -1.5361 -7.9414
H: 0.0033 -3.4968 -6.8243
H: 0.8672 -3.2677 -4.5129
H: 3.2622 -3.4265 -1.0846
H: 4.1450 -4.2630 1.1334
H: 3.9261 -4.3362 3.5962
H: 2.2377 -2.8632 4.6930
H: 0.8440 -1.3750 3.2576
C: -1.1790 3.6399 3.6793
C: -0.9464 2.1382 3.8155
C: -2.0535 1.4857 4.6410
C: -0.8540 1.5150 2.4113
H: -1.2971 4.0948 4.6597
H: -2.0789 3.8267 3.0975
H: -0.3319 4.1025 3.1792
H: 0.0155 1.9808 4.3105
H: -3.0190 1.6302 4.1586
H: -2.1047 1.9302 5.6335
H: -1.8730 0.4184 4.7527
H: -0.6149 2.3015 1.6874
H: -1.8043 1.0569 2.1258
F: 4.8256 1.5380 2.3420
C: 3.8766 0.6212 2.4897
F: 3.9543 0.1223 3.7411
F: 4.1279 -0.3950 1.6474
S: 1.8136 1.0973 2.1583
O: 1.7708 2.4688 2.5970
O: 1.9455 0.9893 0.6682
O: 0.0885 0.4890 2.3035
C: -3.9605 1.4472 0.3256
Si: -2.4723 0.8695 -0.7517
C: -3.2245 0.4698 -2.4827
C: -1.3014 2.3811 -1.0207
O: -1.6643 -0.3477 -0.1612
H: -4.4683 2.2707 -0.1681
H: -3.6496 1.7852 1.3097
H: -4.6774 0.6423 0.4562
H: -3.9243 1.2456 -2.7696
H: -3.7461 -0.4796 -2.4517
H: -2.4416 0.4145 -3.2279
H: -1.5434 3.1813 -0.3315
H: -1.3458 2.7753 -2.0285
H: -0.2834 2.0541 -0.8266

No. 5
DFT (the ωB97M-V functional and the def2-TZVPD basis) results for a structure of composition C29H24F5N5O4S5SbTl.

Computed properties:
ΔE to the lowest compared entry with this formula, charge and spin = 0.000 eV
E_LUMO = 3.988 eV
E_HOMO = -2.36 eV
net charge = -2

Cartesian coordinates (Å):
Tl: 2.0864 0.2205 0.9888
C: 5.2357 0.4538 -3.8328
O: 4.6856 -0.4396 -2.8774
C: 4.0960 0.0507 -1.7509
O: 3.6348 -0.7318 -0.9538
N: 4.1163 1.3964 -1.6119
N: 3.4262 1.9602 -0.5342
H: 5.6592 -0.1675 -4.6166
H: 6.0270 1.0691 -3.3989
H: 4.4667 1.0931 -4.2730
H: 4.3125 1.9852 -2.3990
H: 2.6239 2.4680 -0.9019
H: 4.0417 2.5865 -0.0080
F: 1.3787 -6.1371 -3.2926
C: 1.4506 -5.2590 -2.2761
C: 1.2879 -3.9093 -2.4958
F: 1.0526 -3.4723 -3.7437
C: 1.3560 -3.0087 -1.4483
F: 1.1632 -1.7327 -1.7664
C: 1.5989 -3.3952 -0.1276
S: 1.6925 -2.3678 1.2855
C: 1.7530 -4.7736 0.0438
F: 1.9831 -5.2699 1.2698
C: 1.6835 -5.6882 -0.9887
F: 1.8427 -7.0034 -0.7473
S: 4.9125 3.9807 1.7841
Sb: 3.5897 2.5173 2.9601
S: 4.1975 0.2473 2.3968
S: 1.3859 2.4991 1.9249
S: 3.4854 2.7966 5.2181
O: 1.2837 2.4401 -2.2920
C: 0.3891 1.7161 -1.8707
N: -0.9032 1.7784 -2.3734
C: -1.7993 0.9546 -1.6031
C: -0.7514 0.2030 -0.7219
O: -1.1005 -0.6682 0.0530
N: 0.4809 0.7396 -0.8986
C: -2.5745 -0.0654 -2.4224
C: -3.5298 -0.8674 -1.7991
C: -4.2063 -1.8429 -2.5150
C: -3.9391 -2.0342 -3.8668
C: -2.9815 -1.2479 -4.4883
C: -2.3001 -0.2718 -3.7672
C: -2.6923 1.8185 -0.7085
C: -3.9206 2.2754 -1.1798
C: -4.7109 3.1167 -0.4073
C: -4.2798 3.5111 0.8531
C: -3.0508 3.0698 1.3258
C: -2.2612 2.2302 0.5512
H: -1.1961 2.5951 -2.8791
H: -3.7206 -0.7349 -0.7418
H: -4.9350 -2.4675 -2.0120
H: -4.4660 -2.7988 -4.4260
H: -2.7478 -1.4019 -5.5350
H: -1.5316 0.3228 -4.2443
H: -4.2662 1.9579 -2.1576
H: -5.6639 3.4636 -0.7900
H: -4.8994 4.1583 1.4631
H: -2.6926 3.3774 2.3009
H: -1.2951 1.9180 0.9356
C: -1.9668 0.4262 6.7005
C: -1.0289 0.1425 5.5552
C: 0.3441 0.2565 5.7086
C: 1.1759 -0.0028 4.6297
N: 0.7168 -0.3510 3.4311
C: -0.6019 -0.4851 3.2790
C: -1.5024 -0.2464 4.3067
H: -1.6253 1.2876 7.2761
H: -2.0179 -0.4275 7.3824
H: -2.9766 0.6279 6.3410
H: 0.7786 0.5791 6.6479
H: 2.2501 0.1188 4.7154
H: -0.9427 -0.7890 2.2924
H: -2.5671 -0.3512 4.1241